[1]
17
Properties=species:S:1:pos:R:3:mulliken_charge:R:1 method="wB97M-V/def2-TZVPD" spin_multiplicity=2 fmax_ev_per_a=4.58 charge=+2 homo_energy_ha="-0.69401 / -0.69318" de_lowest_kcal_mol=89.6 e_lumo_ev="-8.8 / -12.7"
C -0.4934 -0.4678 1.9944 -0.42
C 0.6796 0.0984 1.0597 -0.60
C 0.2257 0.1622 -0.3196 -0.29
C 1.0074 0.6948 -1.3334 -0.16
N 0.1465 1.1588 -2.6543 -0.40
N -1.2312 -1.6186 1.4336 -0.10
H -1.1646 0.4717 2.0120 0.32
H -0.1589 -0.8021 3.0256 0.42
H 1.5357 -0.5853 1.2389 0.33
H 0.9303 1.0413 1.4880 0.41
H -0.2552 -0.8019 -0.6089 0.36
H 1.9271 1.2336 -1.4340 0.39
H -0.6957 0.5744 -2.3453 0.38
H 0.0385 2.1342 -2.8810 0.34
H 0.2845 0.8634 -3.6266 0.37
H -2.1943 -1.5272 1.1636 0.31
H -1.1698 -2.3089 2.1055 0.33

---

[2]
17
Properties=species:S:1:pos:R:3:mulliken_charge:R:1 method="wB97M-V/def2-TZVPD" spin_multiplicity=2 fmax_ev_per_a=4.76 charge=+2 homo_energy_ha="-0.68153 / -0.68150" de_lowest_kcal_mol=56.2 e_lumo_ev="-8.7 / -13.0"
C 0.6997 1.6234 0.9961 0.10
C 0.7740 2.5475 1.9596 -0.62
N -0.3392 0.5304 1.0858 -0.21
H 1.3303 1.4933 0.0773 0.23
H 1.4861 3.3609 2.0665 0.32
H -0.0802 2.4469 2.7679 0.21
H -0.2265 0.0189 1.9684 0.44
H -1.2628 0.9220 1.0766 0.43
H -0.1810 -0.1063 0.2471 0.27
C -1.3519 -2.1118 -1.5852 -0.48
C -0.0626 -1.9247 -1.2717 0.18
N 0.5864 -0.6397 -1.3254 -0.54
H -2.0407 -1.3294 -1.9368 0.32
H -1.8166 -3.1018 -1.5502 0.31
H 0.5250 -2.8183 -0.9324 0.36
H 0.3416 -0.1337 -2.1872 0.34
H 1.6183 -0.7774 -1.4566 0.35